Entry 1:
Formula: C55H50I2KN4O4P2S
Source: OMol25
Level of theory: ωB97M-V/def2-TZVPD

Last column: Mulliken charge in e.
Geometry (Å):
K -0.242 -0.108 0.998  1.024
I -2.644 3.799 6.722  -0.007
C -2.476 2.343 5.257  -0.624
C -2.115 1.048 5.599  -0.401
C -2.001 0.097 4.595  0.021
I -1.557 -1.866 5.135  0.002
C -2.203 0.375 3.203  -0.550
O -2.038 -0.509 2.294  0.221
C -2.623 1.719 2.909  0.960
C -2.976 2.111 1.484  -1.752
N -1.884 2.353 0.524  0.160
C -0.824 3.223 1.022  -0.411
C 0.338 3.400 0.050  0.434
C 1.553 3.897 0.520  -0.482
C 2.625 4.012 -0.334  -0.471
C 2.463 3.621 -1.660  -0.548
C 1.221 3.156 -2.046  -0.283
N 0.165 3.057 -1.222  -0.364
C -2.738 2.655 3.928  -0.175
H -1.934 0.777 6.630  0.390
H -3.581 3.020 1.539  0.447
H -3.599 1.329 1.045  0.334
H -1.515 1.483 0.176  -0.547
H -0.412 2.888 1.983  0.331
H -1.252 4.214 1.214  0.490
H 1.655 4.137 1.573  0.385
H 3.581 4.362 0.036  0.369
H 3.282 3.655 -2.369  0.391
H 1.060 2.829 -3.069  0.458
H -3.057 3.659 3.667  0.399
C -0.408 -5.560 4.433  -0.312
S -0.516 -6.860 3.189  -0.188
C -2.095 -6.467 2.378  -1.167
C -1.975 -5.715 1.052  -0.560
C -1.370 -4.345 1.279  -0.287
N -1.204 -3.499 0.083  0.726
P -2.380 -2.194 -0.269  0.087
C -3.955 -2.910 0.453  0.416
C -4.761 -3.855 -0.196  -0.716
C -5.917 -4.340 0.396  -0.674
C -6.295 -3.888 1.657  -0.546
C -5.515 -2.947 2.311  -1.007
C -4.355 -2.454 1.713  -0.433
C -2.763 -2.532 -2.056  0.056
C -2.292 -3.608 -2.798  -0.186
C -2.570 -3.712 -4.163  -0.823
C -3.328 -2.740 -4.800  -0.641
C -3.815 -1.662 -4.061  -0.626
C -3.527 -1.559 -2.709  -0.525
P 0.365 -3.205 -0.588  1.139
C 0.866 -4.881 -1.146  0.476
C 0.885 -5.101 -2.523  -0.468
C 1.201 -6.353 -3.045  -0.752
C 1.507 -7.401 -2.185  -0.655
C 1.506 -7.190 -0.808  -0.749
C 1.197 -5.938 -0.296  -0.431
C 1.486 -3.005 0.880  0.871
C 1.069 -2.495 2.111  0.514
C 1.978 -2.299 3.150  -0.944
C 3.322 -2.581 2.958  -0.852
C 3.754 -3.058 1.721  -0.801
C 2.845 -3.271 0.698  -0.853
H 0.510 -5.727 4.997  0.395
H -1.252 -5.599 5.123  0.314
H -0.352 -4.568 3.986  -0.267
H -2.699 -5.889 3.085  0.419
H -2.606 -7.419 2.239  0.524
H -2.969 -5.606 0.611  0.225
H -1.371 -6.287 0.340  0.274
H -0.387 -4.463 1.727  -0.157
H -1.978 -3.810 2.020  0.359
H -4.485 -4.217 -1.180  0.369
H -6.523 -5.071 -0.128  0.427
H -7.196 -4.268 2.123  0.369
H -5.798 -2.586 3.293  0.492
H -3.733 -1.724 2.221  0.557
H -1.713 -4.384 -2.306  0.702
H -2.186 -4.556 -4.724  0.436
H -3.537 -2.814 -5.860  0.365
H -4.408 -0.894 -4.544  0.429
H -3.880 -0.695 -2.153  0.357
H 0.647 -4.279 -3.194  0.466
H 1.209 -6.504 -4.117  0.433
H 1.750 -8.379 -2.584  0.373
H 1.745 -7.999 -0.127  0.435
H 1.204 -5.788 0.777  0.335
H 0.028 -2.228 2.274  -0.195
H 1.618 -1.908 4.094  0.374
H 4.032 -2.416 3.759  0.390
H 4.807 -3.254 1.552  0.406
H 3.203 -3.633 -0.260  0.477
N -0.867 0.183 -1.512  -0.009
C -0.481 0.038 -2.580  -0.405
C 0.284 -0.225 -3.785  0.407
C -0.110 0.239 -5.033  -0.394
C 0.673 -0.059 -6.141  -0.715
C 1.832 -0.813 -5.990  -0.616
C 2.219 -1.266 -4.732  -0.790
C 1.445 -0.971 -3.619  0.261
H -1.020 0.820 -5.127  0.590
H 0.377 0.294 -7.121  0.407
H 2.440 -1.048 -6.856  0.424
H 3.125 -1.848 -4.613  0.564
H 1.725 -1.279 -2.617  0.147
O 3.439 0.236 -2.389  -0.013
C 4.273 0.415 -1.315  0.858
C 5.642 0.568 -1.525  -0.852
C 6.505 0.753 -0.454  -0.607
C 5.999 0.803 0.838  -0.948
C 4.627 0.669 1.026  -1.087
C 3.740 0.464 -0.026  0.609
C 2.256 0.280 0.301  0.295
O 1.827 0.916 1.304  -0.842
O 1.600 -0.494 -0.430  0.467
H 3.981 0.271 -3.186  0.192
H 6.029 0.541 -2.540  0.416
H 7.567 0.862 -0.637  0.390
H 6.660 0.948 1.683  0.431
H 4.190 0.728 2.017  0.448

**Spin multiplicity**: 1
**Energy above the lowest of the compared OMol25 structures with the same formula, charge and spin**: 153.4 kJ/mol
**Energy**: -133940.39369 eV
**Net charge**: -1



Entry 2:
Formula: C20H36N5OPb
Source: OMol25
Level of theory: ωB97M-V/def2-TZVPD

Last column: Mulliken charge in e.
Geometry (Å):
Pb -5.915 -1.626 0.663  1.430
O -2.785 -0.757 0.783  -0.669
H -1.977 -0.523 1.280  0.212
C -0.988 -1.308 6.713  -1.029
C -1.702 -1.730 5.506  -0.478
C -0.759 -2.434 4.464  -0.305
C -0.097 -3.698 4.972  0.189
N 0.370 -4.709 5.279  -0.400
H -0.315 -2.078 7.088  0.338
H -1.731 -1.000 7.449  0.312
H -0.446 -0.420 6.389  0.246
H -2.291 -0.933 5.054  0.353
H -2.546 -2.345 5.819  0.322
H -0.003 -1.745 4.087  0.240
H -1.317 -2.780 3.593  0.214
C 1.022 3.091 2.969  -1.084
C 2.353 3.840 3.146  -0.351
C 2.981 4.194 1.789  -0.287
C 2.160 5.211 1.025  0.147
N 1.575 5.973 0.433  -0.399
H 1.054 2.297 2.223  0.246
H 0.294 3.758 2.507  0.358
H 0.653 2.699 3.917  0.304
H 3.032 3.157 3.655  0.310
H 2.174 4.676 3.823  0.291
H 3.074 3.329 1.131  0.154
H 3.987 4.608 1.859  0.314
C -2.243 -2.657 -6.003  -1.165
C -1.628 -2.091 -4.723  -0.252
C -1.784 -2.973 -3.512  -0.390
C -3.218 -3.098 -3.102  0.248
N -4.325 -3.214 -2.774  -0.483
H -3.328 -2.554 -6.029  0.326
H -2.026 -3.725 -6.035  0.300
H -1.836 -2.282 -6.942  0.356
H -2.077 -1.115 -4.540  0.180
H -0.548 -1.962 -4.793  0.322
H -1.252 -2.538 -2.665  0.266
H -1.394 -3.957 -3.773  0.315
C 3.234 -1.320 -1.741  -1.250
C 3.041 -1.503 -0.237  -0.195
C 3.969 -2.536 0.474  -0.293
C 4.245 -3.736 -0.313  0.149
N 4.437 -4.677 -0.930  -0.395
H 4.263 -1.024 -1.945  0.339
H 2.597 -0.551 -2.178  0.341
H 3.111 -2.291 -2.220  0.358
H 1.983 -1.727 -0.100  0.226
H 3.180 -0.565 0.300  0.198
H 3.451 -2.912 1.357  0.248
H 4.927 -2.076 0.714  0.275
C -1.635 3.780 -4.267  -1.213
C -0.770 2.954 -3.250  -0.374
C -1.585 2.417 -2.025  -0.100
C -2.345 3.513 -1.405  0.115
N -2.981 4.346 -0.895  -0.452
H -1.821 4.802 -3.938  0.343
H -2.609 3.309 -4.402  0.301
H -1.286 3.996 -5.277  0.373
H 0.108 3.525 -2.948  0.327
H -0.405 2.120 -3.849  0.265
H -0.977 1.886 -1.293  0.311
H -2.328 1.691 -2.356  0.102

**Spin multiplicity**: 1
**Energy above the lowest of the compared OMol25 structures with the same formula, charge and spin**: 773.0 kJ/mol
**Energy**: -36055.31610 eV
**Net charge**: +1



Entry 3:
Formula: C6H9F
Source: OMol25
Level of theory: ωB97M-V/def2-TZVPD

Last column: Mulliken charge in e.
Geometry (Å):
C -1.177 -0.870 -0.828  -0.842
C 0.063 -1.032 -0.246  -0.093
C -2.039 0.445 -0.699  -0.081
C 0.511 -0.335 0.761  -0.219
C -1.528 1.427 0.267  -0.360
C 1.961 -0.221 0.947  -1.059
F -2.004 1.225 1.547  -0.274
H -1.473 -1.636 -1.448  0.459
H 0.746 -1.705 -0.684  0.244
H -2.240 0.795 -1.794  0.296
H -3.036 0.026 -0.268  0.248
H -0.196 0.103 1.452  0.543
H -1.724 2.532 0.183  0.247
H 2.275 0.742 0.922  0.307
H 2.415 -0.931 0.261  0.336
H 2.158 -0.507 2.051  0.247

**Spin multiplicity**: 1
**Energy above the lowest of the compared OMol25 structures with the same formula, charge and spin**: 406.8 kJ/mol
**Energy**: -9080.47772 eV
**Net charge**: 0



Entry 4:
Formula: C28H32BrN3O4PdSSi
Source: OMol25
Level of theory: ωB97M-V/def2-TZVPD

Last column: Mulliken charge in e.
Geometry (Å):
Pd 0.019 1.042 -0.696  -0.623
O -0.897 -3.517 4.555  -0.494
C -2.035 -2.993 3.917  -0.574
C -1.595 -1.928 2.954  0.051
C -2.524 -1.127 2.303  -1.197
C -2.082 -0.211 1.373  -1.171
N -0.789 -0.035 1.080  1.148
C 0.126 -0.750 1.768  0.346
C -0.246 -1.710 2.691  -0.490
C 1.585 -0.402 1.554  -0.070
C 2.594 -1.016 2.267  -0.314
C 3.918 -0.622 2.059  0.397
C 5.015 -1.272 2.869  -0.889
O 4.728 -2.628 3.134  -0.496
C 4.162 0.374 1.127  -1.090
C 3.095 0.936 0.447  -1.158
N 1.833 0.566 0.655  1.076
H -1.162 -4.182 5.198  0.339
H -2.744 -2.554 4.627  0.359
H -2.570 -3.761 3.345  0.326
H -3.585 -1.219 2.495  0.535
H -2.788 0.408 0.839  0.750
H 0.486 -2.291 3.228  0.765
H 2.401 -1.803 2.979  0.614
H 5.073 -0.767 3.837  0.259
H 5.982 -1.131 2.381  0.439
H 5.134 -3.180 2.461  0.314
H 5.168 0.714 0.920  0.442
H 3.251 1.700 -0.307  0.491
Br 1.943 -1.804 -1.594  0.004
C 1.966 -0.280 -2.690  -0.235
C 2.749 -0.312 -3.836  -0.682
C 2.781 0.809 -4.648  -0.665
C 2.030 1.922 -4.300  -0.623
C 1.271 1.865 -3.154  -0.089
N 1.248 0.791 -2.348  1.196
C 0.376 3.008 -2.754  0.525
O 0.272 3.998 -3.425  -0.588
O -0.231 2.838 -1.592  -0.337
H 3.313 -1.200 -4.076  0.543
H 3.381 0.807 -5.549  0.467
H 1.997 2.822 -4.898  0.610
C 0.602 4.401 0.731  -0.892
S -0.516 3.059 1.091  0.438
C 0.065 2.583 2.707  -0.875
H 0.315 5.220 1.393  0.456
H 0.455 4.687 -0.305  0.278
H 1.630 4.105 0.935  0.250
H 1.150 2.483 2.711  0.228
H -0.416 1.653 2.992  0.208
H -0.235 3.373 3.398  0.534
C -1.361 0.434 -3.912  -1.158
Si -1.948 0.634 -2.177  1.497
C -3.046 2.091 -1.922  -1.270
C -2.671 -0.914 -1.483  0.270
C -4.037 -0.907 -1.166  -0.362
C -4.666 -2.051 -0.695  -0.839
C -3.935 -3.217 -0.522  -0.494
C -2.584 -3.251 -0.846  -0.883
C -1.965 -2.114 -1.338  -0.075
H -2.281 0.170 -4.448  0.590
H -0.659 -0.388 -4.050  0.299
H -0.972 1.342 -4.368  0.424
H -3.923 1.983 -2.568  0.518
H -2.537 3.011 -2.206  0.336
H -3.403 2.194 -0.896  0.316
H -4.625 -0.005 -1.282  0.369
H -5.724 -2.036 -0.469  0.434
H -4.424 -4.112 -0.158  0.475
H -2.024 -4.170 -0.735  0.472
H -0.919 -2.164 -1.607  0.247

**Spin multiplicity**: 1
**Energy above the lowest of the compared OMol25 structures with the same formula, charge and spin**: 69.0 kJ/mol
**Energy**: -134437.15704 eV
**Net charge**: +2